24
Properties=species:S:1:pos:R:3:mulliken_charge:R:1 method="wB97M-V/def2-TZVPD" homo_ev="-8.67 / -8.70" energy_ev=-41681.3927 homo_lumo_gap_ev="5.0649 / 5.0869"
C 1.854 0.248 1.593 0.68
C -0.038 -1.149 0.429 0.67
C 1.885 2.441 -0.986 -1.16
C -3.590 -2.092 0.841 -1.06
C 2.826 1.699 -0.028 -0.33
C -2.367 -1.832 -0.009 -0.28
C 0.832 -0.855 1.599 -0.07
O 2.119 0.911 2.540 -0.54
O 0.040 -0.967 -0.776 -0.52
O 2.345 0.458 0.361 -0.13
O -1.305 -1.600 0.982 -0.26
F 0.382 -1.189 2.848 -0.20
S 3.220 -2.673 0.222 0.01
Cl 2.932 -2.308 -1.642 -0.01
H 0.930 2.886 -0.574 0.28
H 2.388 3.360 -1.327 0.40
H 1.750 1.822 -1.794 0.34
H -3.411 -3.073 1.483 0.23
H -3.614 -1.160 1.412 0.28
H -4.559 -2.301 0.359 0.37
H 2.796 2.470 0.898 0.24
H 3.830 1.589 -0.358 0.40
H -2.321 -0.965 -0.647 0.36
H -2.115 -2.713 -0.597 0.29